Entry 1:
147
Properties=species:S:1:pos:R:3:lowdin_charge:R:1 method="wB97M-V/def2-TZVPD" multiplicity=2 orbital_gap_ev="7.1 / 7.1" e_homo_ev="-6.8 / -6.8"
O -1.18736 -0.39913 0.68201 -0.2750
V 0.14531 0.13451 0.01429 0.9798
I -3.34744 -3.01163 -1.39068 -0.3598
C 3.05884 2.60475 1.33854 -0.0737
C 2.79460 2.34178 -0.13752 -0.3691
O 2.03327 1.17938 -0.39347 -0.3757
H 2.17120 2.79518 1.94181 0.0499
H 3.74560 3.43768 1.48913 0.0718
H 3.58788 1.82571 1.88745 0.0577
H 3.73736 2.18457 -0.66153 0.0916
H 2.23702 3.15986 -0.59354 0.0666
C -5.37430 2.49305 -0.57589 -0.0424
C -4.64446 1.22676 -0.03345 -0.3849
C -5.66575 0.15180 0.55017 -0.2111
O -6.48268 0.55407 1.63728 -0.1810
C -7.14566 -0.58562 2.26403 -0.0885
N -3.91523 0.67942 -1.17181 0.0220
H -5.92075 2.25382 -1.48817 0.0799
H -4.64702 3.28231 -0.76627 0.0541
H -6.07936 2.82563 0.18594 0.0735
H -3.90802 1.37341 0.75665 0.1139
H -5.12791 -0.77903 0.73012 0.0796
H -6.34383 -0.08290 -0.27033 0.1227
H -7.48960 -0.32692 3.26547 0.0798
H -6.48121 -1.43746 2.40879 0.0771
H -8.02764 -1.01246 1.78652 0.0810
H -3.69866 -0.27778 -0.93315 -0.0713
H -4.63685 0.53277 -1.86308 0.0763
C -1.72166 3.35517 -2.34303 -0.0231
C -0.78980 2.65704 -1.37659 -0.3958
C -0.93104 3.08266 0.13576 -0.0589
O -0.58710 1.99214 1.08595 -0.2845
C -0.62288 2.45754 2.40475 -0.0927
N -1.05891 1.25710 -1.50755 0.0375
H -1.66062 4.41525 -2.09686 0.0871
H -2.75892 3.13855 -2.08759 0.0665
H -1.53055 3.14899 -3.39615 0.0788
H 0.20507 2.69537 -1.82028 0.1044
H -1.99543 3.24325 0.30716 0.1242
H -0.40339 4.00140 0.39190 0.1281
H -1.63708 2.76663 2.65767 0.0989
H 0.10595 3.26413 2.48426 0.0846
H -0.37930 1.73066 3.17961 0.0892
H -2.06838 1.24738 -1.47626 0.0465
H -0.91729 1.09693 -2.49467 0.0649
C -4.94719 -7.10695 5.87406 -0.0619
C -3.72720 -7.40126 4.96038 -0.4242
C -2.61961 -6.26750 5.16888 -0.1673
O -2.80871 -5.07031 4.40020 -0.2383
C -2.82958 -5.20520 2.98250 -0.0905
N -3.12067 -8.62218 5.33675 0.0246
H -5.44128 -6.26939 5.38165 0.0721
H -4.76163 -6.88349 6.92464 0.0731
H -5.62137 -7.96193 5.82302 0.0695
H -4.05857 -7.31527 3.92554 0.1196
H -1.65031 -6.64178 4.83952 0.1116
H -2.51557 -5.99231 6.21842 0.1211
H -1.79404 -5.38133 2.69140 0.0864
H -3.18646 -4.30465 2.48275 0.0781
H -3.32159 -6.08946 2.57739 0.0781
H -2.32522 -8.49832 5.94669 0.0719
H -2.76347 -9.11843 4.53286 0.0769
C 3.96595 4.41792 -3.19662 -0.0702
C 3.18416 5.55239 -2.62786 -0.4409
C 3.33881 6.92876 -3.32784 -0.1670
O 4.63373 7.44345 -3.01876 -0.2061
C 5.10337 8.43579 -3.91675 -0.1090
N 1.79049 5.15441 -2.49331 0.0534
H 3.74904 3.42578 -2.80075 0.0587
H 5.01036 4.62293 -2.96152 0.0867
H 3.88643 4.29415 -4.27665 0.0774
H 3.62666 5.68418 -1.64048 0.1316
H 2.64186 7.69711 -2.99319 0.1255
H 3.31663 6.76806 -4.40570 0.1217
H 6.12416 8.75336 -3.70407 0.0869
H 4.39024 9.24555 -4.07110 0.0885
H 5.30671 7.92830 -4.85973 0.0798
H 1.72816 4.30034 -1.95779 0.0228
H 1.42778 5.88805 -1.90144 0.0730
C 0.76723 -4.18135 -0.71895 -0.0215
C 0.58610 -2.73638 -0.09799 -0.3739
C 1.68519 -2.32287 0.89965 -0.1572
O 1.28602 -1.05890 1.41292 -0.2743
C 2.12937 -0.60614 2.47366 -0.0461
N 0.37607 -1.71728 -1.16313 0.0370
H -0.13174 -4.40375 -1.29383 0.0491
H 0.96696 -4.99575 -0.02255 0.0760
H 1.62432 -4.17848 -1.39237 0.0708
H -0.34160 -2.69559 0.47282 0.1043
H 2.62597 -2.39800 0.35431 0.1307
H 1.72025 -3.13458 1.62629 0.1383
H 3.15788 -0.43980 2.15338 0.0905
H 2.17721 -1.38206 3.23771 0.0975
H 1.77074 0.33858 2.88230 0.0928
H -0.35784 -2.06201 -1.76533 0.0276
H 1.18747 -1.83460 -1.75302 0.0522
C 4.64537 -1.99897 -3.76774 -0.0487
C 4.38068 -1.49981 -2.32394 -0.4133
C 5.38911 -0.51006 -1.72807 -0.2005
O 6.64927 -1.15249 -1.53842 -0.1847
C 7.68704 -0.18737 -1.19173 -0.0947
N 3.00736 -1.04305 -2.28368 0.0511
H 5.68680 -2.17037 -4.04005 0.0753
H 4.35696 -1.21937 -4.47282 0.0471
H 3.99749 -2.83671 -4.02567 0.0755
H 4.52970 -2.41095 -1.74454 0.1230
H 5.09815 -0.20685 -0.72233 0.1195
H 5.46954 0.34584 -2.39820 0.1228
H 7.65572 0.25129 -0.19438 0.0850
H 7.89819 0.57795 -1.93859 0.0778
H 8.59603 -0.75331 -1.39553 0.0817
H 2.91073 -0.36607 -1.54040 0.0310
H 2.86411 -0.40446 -3.05295 0.0240
C -0.43227 -0.67977 5.84445 -0.0620
C -1.52689 -1.65323 5.35120 -0.3939
C -1.52808 -1.77241 3.76824 -0.1595
O -1.79604 -0.50490 3.21009 -0.2195
C -3.18890 -0.16122 3.28211 -0.0687
N -1.14524 -2.92478 5.93431 0.0265
H -0.65206 0.35566 5.58432 0.0612
H 0.53782 -0.92541 5.41237 0.0638
H -0.25996 -0.70186 6.92052 0.0689
H -2.52370 -1.42330 5.72749 0.1223
H -2.18433 -2.59279 3.47769 0.1023
H -0.53798 -2.02962 3.39190 0.1201
H -3.29835 0.90619 3.09039 0.0813
H -3.64437 -0.29428 4.26341 0.0819
H -3.81632 -0.73248 2.59793 0.0816
H -1.59877 -3.66356 5.41604 0.0317
H -1.39275 -3.04681 6.90588 0.0737
C 0.94954 2.54604 -5.02726 -0.0410
C 1.24069 1.15334 -4.42777 -0.3965
C 0.26703 0.01621 -4.86655 -0.1769
O -0.98509 0.34723 -4.33955 -0.2380
C -1.82314 -0.79130 -4.20788 -0.0988
N 2.61804 0.79564 -4.65679 0.0353
H 1.10149 2.52023 -6.10631 0.0775
H 1.57707 3.33114 -4.60545 0.0528
H -0.09133 2.86778 -5.06166 0.0646
H 1.14422 1.26102 -3.34740 0.1105
H 0.51235 -1.00346 -4.56958 0.1182
H 0.17603 0.00354 -5.95267 0.1282
H -2.25381 -1.03682 -5.17862 0.0959
H -2.61037 -0.42577 -3.54852 0.0597
H -1.25569 -1.62569 -3.79568 0.0530
H 2.82715 0.58587 -5.62238 0.0925
H 3.17364 1.60843 -4.43146 0.0712

=====

Entry 2:
146
Properties=species:S:1:pos:R:3:lowdin_charge:R:1 method="wB97M-V/def2-TZVPD" multiplicity=1 orbital_gap_ev=9.6 smiles=COC[C@H](C)N.COC[C@H](C)N.COC[C@H](C)N.COC[C@H](C)N.COC[C@H](C)N.COC[C@H](C)N.COC[C@H](C)N.CCO.CCO.CCO e_homo_ev=-9.1 de_lowest_kj_mol=367.83
C -3.60442 -0.94080 -2.07893 -0.0855
O -4.75074 -1.75055 -2.27998 -0.2116
C -5.33314 -1.61264 -3.57655 -0.2013
C -5.75635 -2.97575 -4.07244 -0.4079
C -6.72473 -3.61641 -3.08270 -0.0705
N -4.54966 -3.82844 -4.10205 0.0362
H -2.92904 -1.18972 -2.90263 0.0750
H -3.06853 -1.29068 -1.19358 0.0757
H -3.78750 0.11639 -1.88555 0.0853
H -6.10909 -0.85162 -3.69112 0.1288
H -4.50750 -1.24710 -4.20124 0.1123
H -6.14070 -2.86539 -5.08765 0.1331
H -6.39947 -3.49367 -2.05192 0.0747
H -6.90134 -4.67206 -3.28653 0.0727
H -7.70008 -3.11633 -3.14941 0.0764
H -4.68738 -4.80319 -3.85579 0.0661
H -4.00215 -3.55994 -3.28529 0.0377
C -0.71755 -3.01609 5.12811 -0.1123
O -0.98654 -1.67648 4.77851 -0.2048
C -2.03963 -1.06905 5.50866 -0.2104
C -3.42135 -1.63052 5.22216 -0.4181
C -3.66637 -1.71499 3.71576 -0.0318
N -4.43589 -0.76027 5.81512 0.0383
H -0.81883 -3.20827 6.20192 0.0892
H 0.32424 -3.22244 4.88691 0.0865
H -1.37321 -3.71210 4.59938 0.0835
H -1.76683 -1.20834 6.56686 0.1230
H -1.93742 0.00945 5.38208 0.1027
H -3.53505 -2.60713 5.70961 0.1320
H -3.02577 -1.04208 3.14684 0.0632
H -4.70449 -1.46558 3.51333 0.0460
H -3.48785 -2.70990 3.30286 0.0853
H -4.46299 -0.87966 6.82148 0.0732
H -5.36468 -0.96908 5.47581 0.0648
C -0.77556 -1.93524 0.68755 -0.1195
O -1.04330 -0.57095 0.51275 -0.2105
C 0.03541 0.29040 0.83839 -0.1795
C -0.55184 1.61637 1.40971 -0.4229
C 0.58672 2.58822 1.68498 -0.0648
N -1.33391 1.42586 2.60270 0.0713
H -0.01811 -2.24774 -0.04248 0.0803
H -1.65476 -2.56010 0.52437 0.0806
H -0.42198 -2.20533 1.68920 0.0844
H 0.65734 -0.18798 1.60450 0.1158
H 0.62646 0.41293 -0.07617 0.1201
H -1.20879 2.03712 0.64526 0.1404
H 1.22708 2.75759 0.81756 0.0613
H 1.27180 2.14261 2.41652 0.0714
H 0.22099 3.52803 2.09304 0.0811
H -2.06865 0.75627 2.42200 0.0177
H -0.77711 0.97105 3.32489 0.0683
C 0.99619 4.02061 -2.13949 -0.1167
O 0.00398 4.56498 -1.30136 -0.1898
C 0.13063 5.97974 -1.13609 -0.1968
C -0.25056 6.79702 -2.36256 -0.4560
C 0.24932 8.21821 -2.29383 -0.0640
N -1.69807 6.68940 -2.51380 0.0430
H 1.12082 4.53967 -3.09064 0.0721
H 0.82615 2.95471 -2.29250 0.0824
H 1.96489 4.02593 -1.61862 0.0844
H -0.47425 6.25630 -0.27426 0.1319
H 1.17564 6.16463 -0.85576 0.1180
H 0.22095 6.32265 -3.23400 0.1175
H -0.41078 8.89018 -1.74377 0.0826
H 0.42144 8.68890 -3.26571 0.0753
H 1.26025 8.24509 -1.87894 0.0763
H -2.10919 7.36727 -3.14143 0.0690
H -1.93270 5.76561 -2.85339 0.0719
C 4.66696 2.89128 1.35068 -0.0843
O 4.77549 1.89433 0.34880 -0.2148
C 5.97380 1.96197 -0.39159 -0.2167
C 5.75599 1.41455 -1.79451 -0.4057
C 4.85940 0.12711 -1.80410 -0.0502
N 7.03809 1.06208 -2.47096 0.0254
H 3.60889 2.95634 1.59024 0.0707
H 5.04612 3.84317 0.96537 0.0845
H 5.27611 2.67602 2.23417 0.0908
H 6.28382 3.00737 -0.50626 0.1191
H 6.80441 1.47485 0.13552 0.1306
H 5.28221 2.19719 -2.39184 0.1301
H 5.24719 -0.62627 -1.12098 0.0737
H 4.84923 -0.18821 -2.84474 0.0686
H 3.87416 0.47059 -1.48154 0.0649
H 7.46568 0.46107 -1.76644 0.0645
H 6.79772 0.45685 -3.24396 0.0531
C 0.44414 2.70525 -5.99657 -0.1200
O -0.35457 1.63155 -5.53048 -0.1743
C 0.38513 0.41991 -5.59430 -0.1999
C -0.24295 -0.73408 -4.75944 -0.4062
C 0.05572 -0.73671 -3.26149 -0.0583
N 0.13898 -2.04723 -5.29668 0.0187
H 1.41431 2.71854 -5.48954 0.0803
H -0.10011 3.60133 -5.69920 0.0843
H 0.63871 2.72210 -7.07240 0.0875
H 0.34734 0.07855 -6.63562 0.1186
H 1.44532 0.53867 -5.35157 0.1208
H -1.30954 -0.77665 -5.00113 0.1287
H -0.32598 -1.68685 -2.89184 0.0498
H -0.31885 0.16203 -2.77072 0.0760
H 1.13755 -0.79531 -3.11371 0.0769
H -0.68417 -2.61839 -5.41905 0.0603
H 0.66764 -2.12032 -6.15395 0.0647
C 3.77626 -1.24983 1.47665 -0.0947
O 4.57687 -2.42353 1.36353 -0.1910
C 5.65032 -2.42878 2.29673 -0.2208
C 6.45521 -3.69381 2.05715 -0.4289
C 6.93571 -4.23506 3.41990 -0.0653
N 7.58327 -3.43996 1.17064 0.0209
H 3.62966 -0.92754 2.50871 0.0911
H 2.89654 -1.48894 0.87888 0.0834
H 4.26786 -0.44146 0.92599 0.0552
H 6.34231 -1.57966 2.29568 0.1284
H 5.17865 -2.42514 3.28886 0.1169
H 5.91749 -4.47920 1.52073 0.1363
H 6.06316 -4.63617 3.93978 0.0767
H 7.46838 -3.44148 3.93964 0.0817
H 7.52383 -5.15091 3.32369 0.0723
H 7.35402 -3.69604 0.22019 0.0669
H 8.48691 -3.85554 1.33854 0.0629
C -1.38981 3.00880 6.33638 -0.0742
C 0.03878 2.39832 6.40663 -0.3348
O 0.95783 3.16491 7.13709 -0.0729
H -1.34728 3.88562 5.69341 0.0702
H -1.76468 3.27957 7.32255 0.0699
H -1.98434 2.17237 5.96843 0.0503
H 0.30667 2.20207 5.36188 0.0947
H -0.01963 1.45114 6.94616 0.1060
H 1.14301 4.00480 6.70739 0.0832
C -1.27331 -4.63043 -2.65898 -0.0857
C -0.82966 -6.08664 -2.86388 -0.2899
O -1.25359 -6.52661 -4.15733 -0.0912
H -2.29705 -4.62781 -2.27888 0.0623
H -1.10600 -3.87593 -3.42161 0.0481
H -0.74577 -4.27425 -1.76210 0.0630
H -1.33900 -6.72380 -2.14591 0.1114
H 0.25699 -6.16320 -2.78314 0.1063
H -0.85409 -5.94087 -4.80603 0.0735
C -4.49829 0.87702 1.16201 -0.0474
C -5.60219 -0.13226 1.34728 -0.3157
O -6.32863 0.01649 2.56680 -0.0989
H -3.68271 0.62293 1.82128 0.0303
H -4.89009 1.88094 1.33055 0.0921
H -4.13214 0.86153 0.13575 0.0589
H -5.19268 -1.13565 1.52795 0.0934
H -6.30798 -0.18746 0.51158 0.1128
H -6.80924 -0.80085 2.70864 0.0758

=====

Maximum force in hartree/bohr, matching the order above: 0.0683, 0.0447